1.
The following is a DFT calculation (ωB97M-V/def2-TZVPD) of a cluster of 17 separate species, C32H106N8O17 in total.

```
163
Properties=species:S:1:pos:R:3:forces:R:3:mulliken_charge:R:1
O 22.4278 1.6795 -24.4369 -0.29 -0.78 0.98 -0.732
H 22.4802 2.2694 -25.1889 -0.22 1.09 -0.65 0.515
H 21.8562 0.9692 -24.7284 -0.05 -0.13 0.00 0.161
O 25.9431 -6.2481 -23.7033 -0.75 0.63 0.71 -0.735
H 25.3026 -6.9302 -23.5015 -0.30 -0.15 0.10 0.233
H 26.4367 -6.5947 -24.4466 0.74 -0.39 -1.30 0.376
O 26.7971 -4.0894 -27.6847 0.99 -0.37 -0.26 -0.602
H 26.5336 -3.6920 -26.8548 -0.21 0.21 0.31 0.219
H 26.0082 -4.5295 -28.0013 -0.61 0.15 -0.14 0.179
O 20.8019 -0.6195 -25.4064 0.12 -0.25 -0.01 -0.619
H 20.6004 -0.8018 -24.4886 0.06 -0.11 0.48 0.262
H 20.0220 -0.9022 -25.8840 -0.51 -0.57 0.40 0.231
O 24.5297 -4.0174 -25.1582 -1.42 -0.42 -0.26 -0.783
H 24.9495 -4.6988 -24.6331 0.10 -0.58 0.34 0.264
H 25.1820 -3.3188 -25.2105 0.47 0.31 0.12 0.355
O 24.3423 0.3614 -23.0965 0.81 -0.08 1.48 -0.771
H 23.7493 1.0546 -23.3868 -0.34 0.17 -0.35 0.394
H 24.4177 -0.2217 -23.8518 -0.18 -0.02 -0.63 0.262
O 24.0275 -4.1022 -28.0125 0.33 -0.16 0.13 -0.280
H 23.3370 -3.8153 -28.6100 -0.38 0.03 -0.71 0.325
H 23.7021 -3.8730 -27.1420 0.25 -0.21 0.73 0.131
O 22.4890 2.0112 -28.6758 0.92 0.39 -0.51 -0.543
H 21.8212 1.4975 -28.2215 -0.56 -0.39 0.11 0.258
H 21.9939 2.5834 -29.2621 -0.06 0.11 -0.27 0.259
O 20.4928 0.6099 -27.7352 -0.52 -0.24 -0.27 -0.585
H 19.5559 0.6332 -27.9300 -0.22 0.23 -0.28 0.309
H 20.5678 0.0171 -26.9874 0.59 0.46 0.04 0.224
C 29.0502 -7.3294 -24.3627 0.01 -0.22 -0.09 -1.466
C 28.6361 -7.5080 -25.8306 0.58 -0.17 0.89 0.858
C 28.7566 -8.9460 -26.3043 -0.37 1.30 -0.36 -0.970
O 30.1100 -9.2379 -26.4070 0.30 -1.94 1.04 -0.318
C 30.3576 -10.6094 -26.6990 0.71 -0.49 -1.37 -0.859
N 27.2633 -7.1011 -26.0137 -1.19 0.46 -0.62 -0.472
H 30.0498 -7.7502 -24.2532 0.02 0.15 0.29 0.481
H 28.3629 -7.8089 -23.6658 -0.05 -0.56 -0.20 0.328
H 29.0122 -6.3043 -23.9942 0.33 0.28 -0.49 0.117
H 29.3467 -6.9692 -26.4574 -0.19 0.39 -0.08 0.198
H 28.3040 -8.9052 -27.2951 -0.10 -0.50 -0.45 0.415
H 28.1341 -9.5846 -25.6777 0.34 -0.51 0.28 0.377
H 29.9312 -11.4760 -26.1937 -0.85 0.78 1.32 0.345
H 31.4215 -10.8366 -26.6318 0.11 0.61 -0.15 0.287
H 30.0259 -10.8276 -27.7141 0.20 0.25 -0.49 0.338
H 26.7306 -7.8296 -26.4670 -0.16 -0.69 0.32 0.296
H 27.1396 -6.4020 -26.7321 0.44 0.93 0.14 -0.005
C 31.8977 -0.4350 -31.9516 -0.72 1.38 0.67 -1.493
C 30.4558 0.1782 -31.8058 0.74 -3.38 -0.60 0.596
C 29.8299 -0.0212 -30.4543 0.88 -0.36 1.71 -0.318
O 29.5784 -1.3644 -30.1652 -0.97 -1.33 0.49 -0.457
C 29.0600 -1.6196 -28.8474 -0.65 -0.52 -1.14 -0.537
N 30.3910 1.5130 -32.2498 -0.19 1.03 -0.44 -0.671
H 32.4639 0.2103 -31.2800 0.62 -0.06 0.02 0.354
H 32.2732 -0.2710 -32.9617 -0.12 -0.10 0.02 0.383
H 32.0676 -1.4619 -31.6280 -0.53 0.03 -0.07 0.283
H 29.8078 -0.3709 -32.4889 -0.11 -0.31 -0.14 -0.076
H 28.9510 0.6099 -30.3222 -0.32 0.11 -0.08 0.117
H 30.5355 0.1614 -29.6438 0.49 1.50 0.07 0.417
H 29.6345 -1.2639 -27.9920 0.72 0.02 -0.24 0.568
H 28.8840 -2.6948 -28.8143 0.44 -0.04 0.23 0.330
H 28.0517 -1.2319 -28.7024 -0.08 0.52 -0.21 -0.113
H 29.3886 1.6221 -32.3076 -0.14 1.08 -0.21 0.356
H 30.7420 2.1438 -31.5435 0.03 0.29 0.14 0.271
C 28.7866 4.2357 -26.8334 2.44 0.08 1.31 -1.440
C 28.9296 2.9534 -27.6622 -0.98 0.49 1.53 0.363
C 28.9689 1.6786 -26.8020 -1.33 -0.13 1.04 0.736
O 29.9516 1.7182 -25.8106 1.49 -0.86 1.61 -0.518
C 30.0044 0.5642 -24.8634 0.58 0.97 -1.82 -0.679
N 27.7038 3.0386 -28.4618 -0.11 -0.54 -1.12 -0.528
H 27.8029 4.4413 -26.4112 -0.12 -0.35 -0.22 0.294
H 29.1208 5.1090 -27.3935 -0.28 0.03 -0.33 0.433
H 29.4938 4.2026 -26.0047 0.01 0.08 0.34 0.396
H 29.8259 2.9606 -28.2823 -0.09 0.16 -0.17 0.323
H 28.9883 0.7686 -27.4018 0.29 -0.04 -0.34 -0.310
H 28.1045 1.5963 -26.1430 -1.29 0.20 -0.77 -0.168
H 30.7781 0.8411 -24.1472 0.00 -0.17 -0.23 0.340
H 30.2727 -0.3029 -25.4669 0.43 -0.16 0.11 0.255
H 29.1288 0.2319 -24.3057 -0.71 0.90 -0.20 0.220
H 26.9538 3.1840 -27.8011 -0.36 -0.89 0.46 -0.248
H 27.7383 4.0186 -28.7041 0.03 0.26 -1.25 0.379
C 26.9735 -0.7994 -34.5286 -1.05 0.74 0.34 -1.487
C 26.9156 -2.2528 -34.0475 1.84 -0.01 0.86 0.483
C 26.2891 -2.5105 -32.6813 0.51 3.25 -0.31 -0.881
O 26.9188 -1.4792 -31.8682 0.31 -1.12 -0.36 -0.122
C 26.2981 -1.3746 -30.6369 -1.15 0.40 0.32 -0.767
N 26.2530 -3.0828 -35.0048 0.16 -0.33 -0.44 -0.730
H 27.3629 -0.0736 -33.8146 0.13 -0.27 0.08 0.211
H 25.9622 -0.4705 -34.7675 -0.46 0.15 0.24 0.446
H 27.4686 -0.6330 -35.4853 0.50 -0.60 0.05 0.416
H 27.9725 -2.4982 -33.9441 0.13 -0.69 -0.11 0.349
H 26.3414 -3.5070 -32.2428 0.30 -0.02 -0.27 0.353
H 25.2589 -2.1854 -32.8265 -0.64 -0.37 0.41 0.282
H 26.6172 -0.5069 -30.0595 0.61 -0.09 -0.23 -0.331
H 26.3624 -2.2815 -30.0357 0.10 -0.12 0.17 0.473
H 25.2517 -1.1521 -30.8456 -0.62 -0.19 0.31 0.603
H 25.4831 -2.4902 -35.2807 -0.51 -0.37 -0.61 0.348
H 26.8968 -3.1154 -35.7823 -0.32 -0.29 -0.56 0.307
C 28.2383 -4.2088 -21.0544 -0.04 0.62 -0.06 -1.184
C 26.8360 -4.5672 -20.5508 0.32 0.52 -1.68 0.452
C 25.7135 -3.5495 -21.0583 0.79 -0.77 2.47 -0.252
O 24.4155 -3.9786 -20.5759 -0.14 -0.21 -0.54 -0.377
C 24.1268 -3.7886 -19.1946 0.97 0.11 0.29 -0.796
N 26.5723 -5.9348 -20.9217 -1.07 -0.52 0.84 -0.755
H 28.2618 -3.1220 -21.1344 0.63 0.19 0.31 0.332
H 28.5643 -4.5782 -22.0267 -0.75 -0.26 -0.32 0.039
H 29.0088 -4.6204 -20.4025 -0.08 0.40 0.34 0.359
H 26.9035 -4.4888 -19.4657 -0.34 -0.06 0.10 0.405
H 25.7464 -3.3912 -22.1363 -0.57 -0.39 0.01 -0.238
H 25.9399 -2.6046 -20.5643 0.02 0.41 -0.15 0.478
H 24.3665 -2.7765 -18.8685 -0.26 0.35 -0.18 0.332
H 24.7000 -4.4118 -18.5082 0.57 -0.42 -0.26 0.311
H 23.1090 -4.0514 -18.9062 -0.25 0.26 -0.88 0.297
H 26.4478 -6.0617 -21.9159 0.74 0.47 -0.40 0.380
H 25.6098 -6.0510 -20.6384 -0.40 -0.62 0.54 0.347
C 21.9403 -6.1065 -30.9307 -0.14 1.38 -0.20 -1.412
C 21.2408 -5.5821 -29.6729 -0.25 -0.45 0.68 0.851
C 20.8373 -4.0951 -29.6366 1.64 -0.52 -0.08 -0.830
O 22.0826 -3.3427 -29.7250 -0.95 0.61 0.07 -0.429
C 21.8338 -1.9683 -29.3653 -0.59 -0.86 -0.10 -0.648
N 20.1620 -6.4676 -29.3320 -0.99 -0.73 -0.42 -0.666
H 21.3992 -5.9772 -31.8681 -0.64 0.33 0.10 0.370
H 22.1636 -7.1733 -30.9442 0.45 0.25 0.69 0.382
H 22.7703 -5.4059 -31.0218 0.66 -0.69 -0.31 0.294
H 21.9311 -5.6571 -28.8327 0.43 -0.11 -0.13 0.026
H 20.4211 -3.9027 -28.6477 -0.27 0.00 0.11 0.342
H 20.1007 -3.8280 -30.3944 0.12 0.25 -0.30 0.377
H 22.7322 -1.3850 -29.1634 0.20 -0.30 -0.61 0.245
H 21.2748 -1.9607 -28.4296 -0.21 0.06 0.16 0.181
H 21.1918 -1.5788 -30.1554 0.21 0.65 0.09 0.405
H 19.5009 -6.5427 -30.0918 -0.14 -0.08 -0.05 0.252
H 19.6405 -6.3268 -28.4787 0.30 0.38 0.11 0.202
C 24.2302 4.0623 -24.7517 1.08 1.03 -1.06 -1.417
C 23.5490 4.5433 -26.0627 -1.95 -0.77 1.45 0.766
C 24.5101 4.5750 -27.2354 1.07 0.66 -0.17 0.191
O 25.4040 5.7329 -27.3123 0.30 -1.83 0.70 -0.292
C 24.8895 7.0348 -27.1116 -0.04 -0.82 -1.19 -0.838
N 22.4127 3.6133 -26.2894 0.40 -0.37 -1.19 -0.558
H 24.6023 3.0401 -24.8211 -0.19 -0.10 -0.23 0.147
H 23.6768 4.1515 -23.8169 -0.25 0.21 -0.36 0.383
H 25.1164 4.6968 -24.7446 0.33 0.03 0.73 0.385
H 23.0032 5.4677 -25.8740 0.80 0.58 -0.06 0.516
H 24.1285 4.3102 -28.2215 -1.06 0.96 -0.21 0.388
H 25.1260 3.6786 -27.1633 0.68 0.16 0.67 -0.654
H 24.0747 7.0898 -27.8335 -0.61 0.77 0.42 0.351
H 25.6743 7.7009 -27.4702 -0.01 0.07 0.23 0.261
H 24.6375 7.2662 -26.0766 -0.24 -0.05 -0.05 0.284
H 21.5697 4.0446 -26.6407 -0.12 0.63 0.33 0.280
H 22.6651 3.0756 -27.1062 0.12 -0.65 -0.16 0.112
C 25.2190 0.5088 -27.2843 1.12 -0.96 0.13 -0.725
C 25.2690 -0.8833 -26.5135 -0.75 2.23 -0.50 1.621
C 26.5884 -1.1541 -25.7322 -0.61 0.18 -0.87 -0.719
O 26.5148 -2.4997 -25.2870 0.46 0.65 1.16 0.802
C 27.5960 -2.9818 -24.4971 0.43 -0.96 -0.25 -0.662
N 24.0958 -0.8580 -25.5830 1.03 -0.79 -0.40 -0.022
H 25.5672 1.3524 -26.6883 -0.49 0.03 0.32 -0.063
H 24.2586 0.6767 -27.7717 -0.26 0.06 0.61 -0.054
H 25.8824 0.5227 -28.1490 0.42 -0.33 0.04 -0.084
H 25.1179 -1.5780 -27.3398 0.34 -0.72 0.27 -0.358
H 26.7369 -0.4526 -24.9112 -0.40 -0.01 0.31 0.421
H 27.4798 -1.0665 -26.3534 -0.04 0.12 -0.50 -0.226
H 27.3055 -3.9053 -23.9963 -0.41 -0.29 -0.52 -0.262
H 27.9771 -2.4372 -23.6332 -0.37 1.15 -0.37 0.398
H 28.4034 -3.2076 -25.1936 0.36 0.00 0.19 0.338
H 23.8778 -1.7962 -25.2790 -0.05 -0.33 0.16 0.267
H 23.2542 -0.5315 -26.0361 0.13 0.25 -0.21 -0.117
```
Positions in Å, forces in eV/Å.

The value obtained for the energy above the lowest of the compared OMol25 structures with the same formula, charge and spin is 4.8788 eV. The value obtained for the orbital gap is 7.936 eV. As for the net charge: 0.

2.
The following is a DFT calculation (ωB97M-V/def2-TZVPD) of a structure of composition C32H16AlBr2ClF5N3O3.

```
63
Properties=species:S:1:pos:R:3:forces:R:3:mulliken_charge:R:1
Al -0.2724 -0.4161 -0.5478 0.28 0.02 0.04 -1.103
Cl 5.3081 1.9855 -4.5244 -0.07 0.00 0.05 -0.234
C 3.8886 1.6632 -3.5674 0.02 0.12 -0.10 0.030
C 2.8144 2.5608 -3.5987 0.01 0.06 -0.02 -0.706
C 1.6816 2.3209 -2.8599 -0.01 0.09 -0.12 -0.792
C 1.5673 1.1643 -2.0709 -0.01 -0.16 0.13 0.006
O 0.4675 0.9569 -1.3981 -0.09 0.13 -0.15 0.605
C 2.6729 0.2823 -2.0226 -0.04 -0.11 0.07 0.644
C 2.6793 -0.8489 -1.1376 0.14 0.10 -0.08 0.272
N 1.6850 -1.1629 -0.3917 -0.38 -0.35 0.18 0.392
C 1.7246 -2.2241 0.5429 -0.11 0.29 -0.19 0.132
C 2.5600 -3.3014 0.5822 0.19 -0.10 -0.05 -0.672
C 2.4569 -4.2391 1.6379 0.05 -0.01 -0.05 -0.922
C 1.5407 -4.0828 2.6379 -0.01 -0.01 0.06 -0.872
C 0.6381 -2.9913 2.6016 -0.06 -0.04 0.10 0.661
C -0.3591 -2.7362 3.5725 0.00 -0.05 0.06 -0.627
C -1.2085 -1.6768 3.4217 0.01 -0.04 0.08 -1.151
C -1.1107 -0.8717 2.2739 0.18 -0.03 -0.27 -0.039
N -0.1830 -1.0743 1.3600 -0.07 -0.34 0.18 1.083
C 0.7122 -2.1013 1.5281 -0.22 0.44 -0.09 0.436
C 3.8238 0.5474 -2.7842 0.12 -0.15 0.05 -1.011
H 2.8876 3.4500 -4.2124 -0.01 -0.03 0.01 0.428
H 0.8429 3.0073 -2.8792 0.05 -0.06 0.00 0.525
H 3.6029 -1.4297 -1.0817 0.02 0.06 0.01 0.277
H 3.3010 -3.4504 -0.1965 -0.05 -0.01 0.09 0.438
H 3.1241 -5.0929 1.6470 -0.03 0.07 0.00 0.401
H 1.4816 -4.7919 3.4561 0.01 0.04 -0.06 0.424
H -0.4395 -3.3903 4.4340 -0.01 0.02 -0.05 0.453
H -1.9760 -1.4656 4.1530 0.01 0.00 -0.03 0.443
H -1.7979 -0.0592 2.0718 0.05 -0.05 0.00 0.491
H 4.6650 -0.1372 -2.7452 -0.06 0.04 0.01 0.428
C 0.7019 2.6696 3.0412 -0.07 0.03 -0.08 -1.341
C -0.2564 3.1339 1.9728 0.00 -0.08 -0.05 0.719
C -0.5665 4.5085 1.8285 0.09 -0.02 0.11 -0.838
C -1.4514 4.9032 0.8731 -0.02 0.04 -0.10 -0.914
C -2.0588 3.9405 0.0345 0.00 -0.05 0.05 0.272
C -2.9949 4.2307 -0.9907 0.05 0.10 0.06 0.109
Br -3.4941 6.0263 -1.3533 0.00 0.00 0.03 -0.238
C -3.5442 3.2399 -1.7413 -0.02 -0.10 -0.04 -0.496
C -3.1733 1.9002 -1.5162 0.00 -0.03 -0.04 0.178
Br -3.9225 0.5474 -2.6007 0.01 0.03 -0.01 -0.161
C -2.2530 1.5417 -0.5598 0.16 -0.12 0.15 0.112
O -1.8867 0.2881 -0.3629 -0.20 0.33 0.04 -0.110
C -1.6964 2.5927 0.2494 0.15 -0.06 0.10 0.391
N -0.7989 2.2184 1.2072 -0.11 0.05 -0.14 0.123
H 0.1485 2.3913 3.9426 0.03 0.01 -0.02 0.244
H 1.4113 3.4522 3.3139 -0.04 -0.03 -0.03 0.465
H 1.2497 1.7917 2.6978 -0.04 0.03 0.00 0.181
H -0.0933 5.2336 2.4803 -0.02 -0.03 -0.05 0.440
H -1.6897 5.9499 0.7379 -0.02 -0.02 0.02 0.348
H -4.2541 3.4733 -2.5226 0.00 -0.03 0.02 0.428
F -3.1548 -4.7017 -5.3330 -0.02 -0.04 -0.04 -0.315
C -2.5447 -4.0248 -4.3552 -0.09 -0.08 -0.11 0.547
C -1.7435 -2.9420 -4.6521 0.05 0.05 -0.10 0.072
F -1.5740 -2.5735 -5.9228 0.02 0.04 -0.07 -0.315
C -1.1196 -2.2486 -3.6379 0.03 0.10 0.05 0.488
F -0.3456 -1.1981 -3.9420 0.04 0.08 -0.01 -0.298
C -1.2742 -2.5956 -2.2956 -0.02 0.31 -0.06 -0.031
O -0.6878 -1.9242 -1.3363 0.26 -0.22 0.16 -0.001
C -2.0762 -3.7011 -2.0303 -0.03 -0.02 0.06 -0.017
F -2.2500 -4.0897 -0.7615 -0.03 -0.03 0.12 -0.307
C -2.7064 -4.4021 -3.0390 -0.03 -0.07 0.07 0.135
F -3.4769 -5.4506 -2.7440 -0.06 -0.09 0.05 -0.310
```
Positions in Å, forces in eV/Å.

The value obtained for the energy above the lowest of the compared OMol25 structures with the same formula, charge and spin is 0.2797 eV. The value obtained for the orbital gap is 6.636 eV. As for the net charge: 0.